ORCA calculation (ωB97M-V/def2-TZVPD) on one molecule with the formula C8H10S at a distorted geometry.

For the maximum force, the calculation gives 4.4 eV/Å. As for the SMILES: C1=C2CC[C@@]23C[C@H]3SC1. For the HOMO-LUMO gap, the calculation gives 0.3247 Ha. For the energy relative to the best compared isomer or geometry (same formula, charge and spin), the calculation gives 3.836 eV.

The geometry in ORCA input format:
```
! RIJCOSX wB97M-V def2-TZVPD def2/J DEFGRID3
* xyz 0 1
C -0.194 1.869 -0.073
C 0.218 0.755 -0.665
C 0.623 0.021 -1.973
C 0.347 -1.330 -1.333
C 0.235 -0.594 -0.013
C 0.483 -1.183 1.325
C -1.004 -0.988 1.130
S -1.835 0.444 1.708
C -0.573 1.810 1.290
H -0.356 2.776 -0.771
H 0.214 0.517 -2.854
H 1.648 0.001 -2.190
H -0.563 -1.799 -1.821
H 1.225 -2.053 -1.362
H 0.860 -0.529 2.008
H 0.914 -2.222 1.366
H -1.397 -1.826 0.597
H 0.179 1.596 1.998
H -1.027 2.734 1.632
*
```